The following is a DFT calculation (ωB97M-V with the def2-TZVPD basis set) of a cluster of 3 separate species, C3H13N2O3 in total in a non-equilibrium geometry.

Values from the calculation:
Highest occupied orbital energy   -0.509 Eh
Kohn-Sham gap   10.69 eV
Energy above the lowest of the compared OMol25 structures with the same formula, charge and spin   24.8 kcal/mol
Net charge   +1

Last column: Mulliken charge in e.
Positions of all 21 atoms, in Å:
N (-0.1353, -0.3109, -1.0667)  -0.12
C (0.0323, 0.4046, 0.2339)  -0.86
C (1.4874, 0.8033, 0.2798)  0.86
N (2.0441, 1.4795, 1.2559)  -0.18
C (1.3768, 2.0073, 2.4419)  -0.81
O (2.1525, 0.4594, -0.7195)  -0.71
H (0.8303, -0.6040, -1.3723)  0.43
H (-0.4884, 0.3847, -1.7219)  0.34
H (-0.8855, -0.9912, -1.0428)  0.02
H (-0.6321, 1.2680, 0.1897)  0.37
H (-0.2771, -0.2373, 1.0659)  0.37
H (3.0449, 1.6054, 1.2880)  0.27
H (0.3312, 1.7188, 2.4349)  0.30
H (1.3233, 3.0866, 2.3623)  0.31
H (1.9165, 1.6977, 3.3475)  0.30
H (-3.2710, -0.7432, -1.8654)  0.32
H (-3.9600, -1.4738, -0.6977)  0.30
O (-3.1091, -1.2102, -1.0487)  -0.61
H (-0.1813, -3.7499, -1.8343)  0.34
H (-1.1428, -2.7349, -1.4349)  0.34
O (-0.4565, -2.8600, -2.0954)  -0.61

Atoms 1-2, force components in eV/Å:
-0.29 1.05 0.17
-0.76 0.05 0.33

The following is a DFT calculation (ωB97M-V with the def2-TZVPD basis set) of a structure of composition C26H34N6OS5SbTl in a non-equilibrium geometry.

Values from the calculation:
Highest occupied orbital energy (alpha / beta)   -0.193 / -0.212 Eh
Kohn-Sham gap (alpha / beta)   7.31 / 6.12 eV
Energy above the lowest of the compared OMol25 structures with the same formula, charge and spin   0.0 kcal/mol
Multiplicity   2
Net charge   -1

Last column: Löwdin spin population.
Positions of all 74 atoms, in Å:
Tl (0.5346, -1.3394, -1.1284)  0.01
C (3.2215, -1.8099, 7.3635)  0.00
C (2.9238, -2.3467, 5.9174)  0.00
C (4.2246, -2.0549, 5.1357)  0.00
C (2.6819, -3.8638, 5.8318)  0.00
C (1.7380, -1.5815, 5.2676)  0.00
C (0.6675, -1.2111, 6.0068)  0.00
C (-0.4226, -0.5399, 5.4644)  0.00
C (-0.3201, -0.1765, 4.1595)  0.00
S (-1.4242, 0.7016, 3.2112)  0.00
C (-0.3378, 0.4903, 1.8021)  0.00
N (0.6720, -0.2594, 1.9629)  0.00
C (0.7485, -0.6359, 3.3030)  0.00
C (1.8160, -1.2639, 3.9210)  0.00
C (-0.6359, 1.1580, 0.5475)  0.00
C (-1.4192, 2.3751, 0.6162)  0.00
C (-1.9902, 2.9137, -0.5133)  0.00
C (-1.6220, 2.4867, -1.7726)  0.00
C (-0.7269, 1.3502, -1.8261)  0.01
C (-0.2420, 0.6725, -0.7137)  0.00
H (4.0921, -2.3829, 7.7368)  0.00
H (2.4975, -1.8856, 8.0943)  0.00
H (3.4876, -0.7579, 7.2644)  0.00
H (5.0791, -2.0391, 5.7556)  0.00
H (4.1899, -1.0669, 4.7436)  0.00
H (4.3222, -2.7293, 4.2562)  0.00
H (3.5755, -4.4352, 5.8973)  0.00
H (2.1919, -4.0681, 4.9089)  0.00
H (1.9853, -4.3102, 6.5479)  0.00
H (0.5965, -1.4297, 7.0608)  0.00
H (-1.2086, -0.0866, 6.0455)  0.00
H (2.6566, -1.5552, 3.3165)  0.00
H (-1.6876, 2.7257, 1.5911)  0.00
H (-2.7511, 3.7071, -0.3435)  0.00
H (-1.9525, 2.9391, -2.6785)  0.00
H (-0.4226, 0.9433, -2.7751)  0.00
S (-4.2004, -3.3171, -1.6449)  0.29
Sb (-1.9287, -3.5535, -1.8585)  0.34
S (-0.6017, -3.2089, 0.1382)  0.17
S (-1.0959, -1.8099, -3.2397)  0.16
N (2.5137, 1.1087, -2.3876)  0.00
C (2.8944, 0.1921, -3.3294)  0.00
O (3.2587, 0.5342, -4.4111)  0.00
C (3.1165, -1.2852, -2.9384)  0.00
C (2.7439, -1.5693, -1.5191)  0.00
H (2.5930, 2.0176, -2.8406)  0.00
H (2.1443, 0.9836, -1.4657)  0.00
H (4.1687, -1.5229, -3.1926)  0.00
H (2.5232, -1.8849, -3.6529)  0.00
H (3.2364, -0.8758, -0.7843)  0.00
H (2.9105, -2.6151, -1.1915)  0.00
C (-5.3543, 0.6972, -0.7174)  0.00
C (-5.2089, 0.6731, -2.2404)  0.00
N (-5.5069, 1.6815, -2.9817)  0.00
C (-5.0945, 1.3498, -4.3109)  0.00
C (-4.4990, 0.0964, -4.2617)  0.00
N (-4.5823, -0.3278, -2.9174)  0.01
H (-6.3548, 0.5035, -0.4202)  0.00
H (-5.0185, 1.6446, -0.4117)  0.00
H (-4.6566, -0.0409, -0.3718)  0.00
H (-5.1837, 2.0682, -5.0915)  0.00
H (-4.0933, -0.4192, -5.1035)  0.00
H (-4.1903, -1.2102, -2.5346)  0.01
C (1.4291, 3.3830, -4.6801)  0.00
N (0.4066, 2.5774, -5.3750)  0.00
C (-0.9058, 3.0315, -5.4075)  0.00
N (-1.8788, 2.0882, -5.6995)  0.00
S (-1.2929, 4.5933, -5.1875)  0.00
H (2.2543, 2.7615, -4.6900)  0.00
H (1.0776, 3.6854, -3.6516)  0.00
H (1.6613, 4.2662, -5.2934)  0.00
H (0.4798, 1.5788, -5.2407)  0.00
H (-1.7105, 1.1145, -5.6212)  0.00
H (-2.7935, 2.3766, -5.4510)  0.00

Atoms 1-2, force components in eV/Å:
0.68 0.23 -0.01
1.92 -0.59 -2.02

no.,total energy (eV)
1,-12438.597
2,-103912.679